(1)
This record from OMol25 describes a cluster of 2 separate species, C6H15N3 in total. The level of theory is wB97M-V/def2-TZVPD.

Last column: Löwdin charge in e.
Geometry (Å):
1 C 1.1201 -1.3049 -0.0736  -0.1310
2 C 1.8441 -0.2544 -0.8782  -0.2107
3 C 1.1602 1.2033 -0.8991  -0.4634
4 C 0.9252 1.7303 0.5094  -0.0738
5 N -0.0547 1.2967 -1.6586  0.0263
6 H 1.0365 -1.0701 1.0174  0.0523
7 H 1.6113 -2.2703 -0.1638  0.0697
8 H 0.0894 -1.3977 -0.4009  0.0500
9 H 1.9042 -0.5662 -1.9220  0.0959
10 H 2.8611 -0.1212 -0.5099  0.0961
11 H 1.9011 1.8403 -1.4015  0.1212
12 H 1.8285 1.6470 1.1112  0.0769
13 H 0.6328 2.7777 0.4528  0.0758
14 H 0.1146 1.1843 0.9829  0.0386
15 H 0.0748 0.9489 -2.6021  0.0679
16 H -0.8255 0.7931 -1.2299  -0.0004
17 H -3.2154 -0.4446 -1.4054  0.0593
18 N -2.4539 -0.2431 -0.7630  0.0893
19 C -2.6480 -0.6328 0.4256  -0.3306
20 N -1.8387 -0.3399 1.4582  0.0209
21 C -1.0203 -1.0158 2.1350  -0.0378
22 H -3.5836 -1.1135 0.7801  0.1302
23 H -0.6083 -0.5597 3.0276  0.0850
24 H -0.8554 -2.0876 2.0077  0.0921

Results
**HOMO-LUMO gap**: 8.5421 eV
**E_HOMO**: -8.22 eV
**E**: -10934.1050 eV
**Relative energy (zero: lowest compared OMol25 entry of this formula, charge and spin)**: 174.1 kJ/mol
**LUMO**: 0.32 eV
**Structure (SMILES)**: CC[C@H](C)N.[H]/N=C/N=C



(2)
This record from OMol25 describes a cluster of 2 separate species, C6H15N3O2 in total. The level of theory is wB97M-V/def2-TZVPD.

Last column: Löwdin charge in e.
Geometry (Å):
1 H 0.0174 -2.4394 -3.4301  0.0367
2 N -0.1647 -2.2911 -2.4561  0.1312
3 C 0.1625 -1.2777 -1.7820  -0.5408
4 N 1.1571 -0.3309 -2.2120  0.0945
5 N -0.5251 -0.9355 -0.6575  0.0186
6 C -1.8886 -1.3358 -0.4393  -0.2616
7 C -2.0832 -2.5798 0.4252  -0.0816
8 H 2.0440 -0.4532 -1.7444  0.0819
9 H 1.2513 -0.3921 -3.2102  0.0719
10 H -0.1444 -0.3525 0.0318  0.0766
11 H -2.3593 -1.5257 -1.4036  0.1029
12 H -2.4793 -0.4870 -0.0918  0.1096
13 H -2.0205 -2.1784 1.4414  0.0706
14 H -1.3500 -3.3434 0.3346  0.0532
15 H -2.9951 -3.1311 0.1972  0.0708
16 C 2.1292 1.9152 2.0627  -0.0581
17 C 0.9992 2.9107 1.5486  -0.1051
18 C 0.0642 1.9729 0.9042  -0.5670
19 O -0.8355 1.3752 1.4580  0.0893
20 O 0.2964 1.7438 -0.3990  0.0892
21 H 1.9777 0.8710 1.7811  0.0721
22 H 1.9642 1.8559 3.1373  0.0732
23 H 3.1581 2.1597 1.8185  0.0716
24 H 0.6111 3.2944 2.4676  0.1061
25 H 1.4584 3.6866 0.9563  0.1138
26 H -0.4450 1.2681 -0.7385  0.0805

Results
**HOMO-LUMO gap**: 9.5111 eV
**E_HOMO**: -8.74 eV
**E**: -15030.0374 eV
**Relative energy (zero: lowest compared OMol25 entry of this formula, charge and spin)**: 47.1 kJ/mol
**LUMO**: 0.77 eV
**Structure (SMILES)**: [H]/N=C(\N)NCC.CCC(=O)O



(3)
This record from OMol25 describes a structure of composition C6H15NNaO2. The level of theory is wB97M-V/def2-TZVPD.

Last column: Löwdin charge in e.
Geometry (Å):
1 Na 0.0813 0.3840 -1.6238  0.7109
2 C 0.5687 -3.0427 -2.0486  -0.0776
3 O 0.5722 -1.9736 -1.1210  -0.2345
4 C 0.4487 -2.4344 0.2073  -0.2168
5 C 0.5675 -1.2605 1.1523  -0.1718
6 N -0.3980 -0.2210 0.7622  -0.0977
7 C -0.1860 1.0871 1.3389  -0.2085
8 C -1.2064 2.0269 0.7519  -0.1903
9 O -0.8158 2.3690 -0.5784  -0.2368
10 C -0.0844 3.5849 -0.6475  -0.0764
11 H 0.4783 -2.6450 -3.0589  0.0928
12 H -0.2784 -3.7234 -1.9140  0.1011
13 H 1.4886 -3.6278 -1.9676  0.1020
14 H 1.2167 -3.1746 0.4653  0.1383
15 H -0.5011 -2.9654 0.3600  0.1361
16 H 1.5770 -0.8480 1.1224  0.1307
17 H 0.3584 -1.5926 2.1759  0.1349
18 H -1.3206 -0.5755 0.9861  0.1331
19 H 0.8359 1.4295 1.1546  0.1285
20 H -0.2407 1.0434 2.4402  0.1372
21 H -1.3504 2.8827 1.4182  0.1368
22 H -2.1856 1.5492 0.6798  0.1338
23 H -0.6737 4.4378 -0.3093  0.1019
24 H 0.2059 3.7450 -1.6851  0.0956
25 H 0.8418 3.5450 -0.0608  0.0968

Results
**HOMO-LUMO gap**: 9.7418 eV
**E_HOMO**: -13.17 eV
**Total charge**: +1
**E**: -16461.4132 eV
**Relative energy (zero: lowest compared OMol25 entry of this formula, charge and spin)**: 0.0 kJ/mol
**LUMO**: -3.42 eV